Formula: C23H72N4O11
Source: OMol25
Level of theory: wB97M-V/def2-TZVPD

```
110
Properties=species:S:1:pos:R:3:forces:R:3
C 0.871910 -3.653404 1.436369 -0.77 0.99 -0.75
O 0.203640 -4.499096 2.330209 0.26 -0.57 -0.05
C -1.076155 -4.852144 1.848660 -0.18 0.42 0.04
C -1.902164 -5.417806 2.987529 0.45 0.15 0.64
C -3.331988 -5.626309 2.551544 -0.19 -0.02 0.00
N -1.870252 -4.544627 4.181694 0.14 0.61 -0.51
H 1.915435 -3.513460 1.697580 0.01 -0.23 0.20
H 0.369566 -2.669845 1.442746 0.28 0.04 0.24
H 0.773528 -3.969592 0.386586 0.30 -0.43 0.16
H -1.578769 -3.939278 1.480551 0.02 -0.09 -0.05
H -1.011441 -5.570012 1.020118 0.10 0.05 -0.02
H -1.415099 -6.336660 3.329691 -0.23 -0.21 -0.26
H -3.920213 -6.031110 3.374129 -0.04 0.03 -0.02
H -3.442987 -6.283155 1.688062 0.16 -0.07 0.02
H -3.747879 -4.654416 2.266068 -0.10 -0.05 0.07
H -0.917260 -4.181715 4.218786 0.07 -0.32 0.26
H -2.375309 -3.681274 3.965511 -0.25 -0.21 -0.01
C 4.050994 -0.385601 -4.332451 -0.37 -0.62 -0.40
O 4.192830 0.837533 -3.672745 0.07 0.20 0.22
C 3.285463 1.824349 -4.109755 0.29 -0.37 -0.01
C 3.375106 3.026182 -3.186677 -0.83 0.21 -0.42
C 2.768655 2.669133 -1.846017 1.01 -0.06 0.62
N 2.640028 4.164867 -3.766100 0.27 0.15 0.12
H 4.793405 -1.077270 -3.940816 0.10 0.09 -0.01
H 4.175536 -0.297182 -5.422650 0.16 0.13 0.11
H 3.063590 -0.850178 -4.177077 0.06 0.21 0.16
H 3.504002 2.101352 -5.151406 -0.01 0.03 0.03
H 2.258587 1.425960 -4.059862 0.00 0.05 -0.14
H 4.416467 3.333278 -3.088801 0.04 -0.04 0.08
H 1.789784 2.209130 -1.941280 -0.16 0.23 0.00
H 2.767259 3.531219 -1.175960 -0.37 0.12 -0.20
H 3.407364 1.939532 -1.333943 -0.11 -0.17 -0.21
H 1.727151 3.888719 -4.110137 0.00 -0.11 0.06
H 3.152833 4.542285 -4.553713 -0.07 0.01 -0.05
C -3.012108 -0.388720 2.608928 0.37 0.39 -0.17
O -1.947858 -1.051600 3.245625 -0.08 0.02 0.07
C -1.384551 -0.295480 4.292792 -0.27 0.62 0.07
C -0.320226 -1.089157 4.982269 0.58 -0.61 0.65
C -0.044964 -0.572194 6.403785 0.22 -0.25 -0.12
N 0.847413 -1.206784 4.130932 0.60 -0.15 -0.70
H -3.809534 -0.082454 3.296261 0.01 -0.21 0.10
H -3.403459 -1.058731 1.846646 -0.09 0.00 0.01
H -2.635053 0.526730 2.129257 -0.16 -0.02 -0.06
H -0.927676 0.656831 3.955072 -0.10 -0.20 -0.36
H -2.169935 0.027911 4.992977 -0.01 -0.29 0.08
H -0.686346 -2.112765 5.103866 -0.13 0.04 -0.12
H -0.716771 -1.049493 7.119337 -0.26 0.38 -0.01
H -0.091845 0.516934 6.456756 -0.05 0.01 0.16
H 0.952659 -0.891679 6.709177 0.06 0.14 -0.08
H 1.548527 -1.840041 4.492395 -0.24 -0.18 0.15
H 1.367769 -0.365167 3.905824 -0.41 0.33 0.30
C 0.723130 1.854004 0.829780 0.20 0.49 0.24
O 0.438095 1.181340 -0.367084 0.22 -0.04 -0.39
C -0.916397 1.021635 -0.636346 -1.17 -0.06 -0.14
C -1.141003 0.006598 -1.745274 0.10 0.04 -0.22
C -2.617715 -0.135447 -2.053072 -0.73 0.02 1.14
N -0.570629 -1.297177 -1.396824 0.10 -0.03 -0.12
H 1.763701 2.179860 0.797659 0.11 -0.40 0.02
H 0.544770 1.200516 1.690766 0.01 0.08 0.05
H 0.170613 2.795008 0.945628 -0.30 -0.21 -0.09
H -1.470067 0.650073 0.243421 0.19 0.11 0.08
H -1.418085 1.953207 -0.957710 0.32 0.13 0.27
H -0.664951 0.378337 -2.659859 0.27 -0.19 0.10
H -2.831544 -0.910933 -2.781719 0.11 0.23 -0.32
H -3.086255 0.819680 -2.298506 0.21 -0.04 -0.48
H -3.170233 -0.433490 -1.144833 0.27 -0.14 -0.03
H -0.909794 -1.562358 -0.473135 -0.03 -0.03 -0.02
H 0.435103 -1.192634 -1.286596 -0.01 -0.07 0.00
C -5.251406 0.240436 -4.580444 0.01 0.49 0.38
O -4.082302 -0.092382 -5.304585 -0.02 -0.29 -0.07
H -6.183738 -0.123910 -5.017503 0.11 -0.04 -0.21
H -5.171887 -0.189428 -3.583074 0.13 -0.12 -0.07
H -5.306332 1.327966 -4.451197 -0.22 -0.05 -0.02
H -4.181047 0.215630 -6.209362 -0.01 -0.01 0.01
C -1.079202 5.007333 -2.123465 0.18 -0.87 -0.58
O -2.417900 5.335496 -1.759205 0.23 0.02 0.00
H -0.425059 5.853764 -1.943406 -0.01 0.05 0.08
H -0.715592 4.119845 -1.587165 -0.02 0.30 0.32
H -1.002220 4.699944 -3.173375 -0.08 0.42 -0.02
H -3.010926 4.923680 -2.391241 -0.09 0.00 0.12
C -1.988344 -3.191023 -4.214242 -0.29 0.33 0.14
O -2.055266 -3.482012 -2.823720 0.08 -0.24 -0.19
H -1.043873 -2.717297 -4.498105 0.10 -0.17 -0.01
H -2.121891 -4.119774 -4.763480 0.14 -0.07 -0.01
H -2.789561 -2.506876 -4.523291 0.02 -0.04 0.06
H -1.571516 -2.801798 -2.334065 -0.02 0.26 0.03
C 1.564171 -4.484569 -2.748438 -0.69 -0.65 -0.40
O 1.351676 -3.103128 -2.615313 0.59 0.49 0.03
H 0.967233 -5.064285 -2.035847 0.16 0.05 0.12
H 1.281118 -4.855652 -3.744266 0.03 0.15 0.03
H 2.617583 -4.720552 -2.618172 0.05 0.25 0.19
H 0.417819 -2.867919 -2.585770 -0.05 -0.33 0.04
C -1.854025 4.672474 1.862724 -0.40 -0.60 -0.31
O -1.350361 5.675054 1.013603 0.43 0.03 0.13
H -1.752548 3.664556 1.432260 0.01 0.13 -0.07
H -1.292949 4.647757 2.794463 -0.04 0.33 0.06
H -2.924146 4.814480 2.050902 0.09 0.07 0.26
H -1.671634 5.511789 0.121431 -0.31 0.09 0.05
C 5.332501 3.414541 0.882991 -0.18 0.14 0.33
O 5.644649 2.199242 1.568727 -0.26 0.11 -0.19
H 5.676023 3.389428 -0.151516 -0.01 0.04 -0.02
H 4.257988 3.623316 0.917538 0.01 -0.09 -0.16
H 5.816063 4.237157 1.405576 0.19 -0.11 0.01
H 5.325165 1.495003 0.996375 0.12 -0.17 0.07
C 2.963762 2.501510 4.121440 0.09 -0.17 0.12
O 3.726159 1.300986 4.135438 -0.15 0.13 -0.12
H 3.591314 3.381071 3.957789 -0.01 0.00 -0.10
H 2.177236 2.456796 3.361007 -0.02 0.14 0.01
H 2.501677 2.607850 5.101327 -0.06 -0.06 -0.01
H 4.273228 1.311706 3.342000 0.18 0.02 0.03
```
Forces are in eV/Å.

Output
- gap between HOMO and LUMO (eV) = 9.01
- relative energy (zero: lowest compared OMol25 entry of this formula, charge and spin) (kcal per mole) = 30.1
- SMILES string = COC[C@H](C)N.COC[C@H](C)N.COC[C@H](C)N.COC[C@H](C)N.CO.CO.CO.CO.CO.CO.CO
- highest occupied orbital energy (eV) = -8.960
- total energy (Ha) = -1965.968550
- spin multiplicity = 1
- lowest unoccupied orbital energy (eV) = 0.05

Atomic partial charges in e from the Löwdin method, atoms 1 to 4: -0.118, -0.190, -0.219, -0.442

***

Formula: C4H12NO3
Source: OMol25
Level of theory: wB97M-V/def2-TZVPD

```
20
Properties=species:S:1:pos:R:3:forces:R:3
C -0.258841 -1.155589 0.376327 -0.73 -1.49 -3.13
O 0.232614 -1.582530 -0.967537 -0.14 1.02 2.28
C -0.982873 0.158226 0.478708 6.18 1.54 1.02
C -0.337271 1.289717 -0.305027 -3.72 0.04 -0.89
C 1.155951 1.592592 0.114716 2.57 1.83 2.51
O 1.460429 2.930838 0.108315 -1.16 -2.51 -0.62
N -3.460215 -0.155902 -0.158195 3.38 -2.79 2.29
H 0.550707 -1.223672 1.072390 1.42 0.44 0.66
H -0.870503 -1.978671 0.735338 -0.57 -0.16 0.21
H -1.049377 0.450860 1.537688 -0.59 -0.33 -0.13
H -0.824189 2.274308 -0.132559 0.06 -0.78 0.17
H -0.555348 1.052479 -1.357249 1.10 0.21 0.04
H 1.834324 0.980044 -0.487088 -0.28 -0.21 -0.64
H 1.274171 1.187045 1.163434 -0.28 0.10 -0.68
H -4.139956 0.504968 -0.244836 -1.54 2.68 -0.67
H -2.074260 -0.037660 0.171984 -4.68 0.28 -1.73
H -3.492627 -0.944642 -0.756353 0.05 -0.42 -0.88
H 2.832335 -3.056171 0.491842 0.25 -0.55 -0.02
H 1.179110 -1.992710 -0.725630 -0.75 0.32 0.43
O 2.318872 -2.277625 0.315480 -0.58 0.79 -0.25
```
Forces are in eV/Å.

Output
- gap between HOMO and LUMO (eV) = 4.07
- charge = -1
- relative energy (zero: lowest compared OMol25 entry of this formula, charge and spin) (kcal per mole) = 187.3
- highest occupied orbital energy (eV) = -4.351
- total energy (Ha) = -439.809685
- spin multiplicity = 1
- lowest unoccupied orbital energy (eV) = -0.28

Atomic partial charges in e from the Löwdin method, atoms 1 to 4: -0.240, -0.166, -0.158, -0.146

***

Formula: C6H11N
Source: OMol25
Level of theory: wB97M-V/def2-TZVPD

```
18
Properties=species:S:1:pos:R:3:forces:R:3
C 0.369318 -2.049608 0.378407 0.45 0.93 -2.42
C 0.221818 -0.553487 0.119458 -0.38 -0.80 -1.10
C -1.182791 -0.007571 0.419641 0.08 0.83 1.89
C -0.848098 1.476232 0.047668 -2.92 0.76 -0.41
C 0.592306 1.318268 -0.454500 -0.76 0.51 0.34
C 0.611530 0.012109 -1.254584 -0.05 -0.03 -0.36
H -0.156106 -2.178498 1.382107 0.94 -0.96 -1.45
H -0.224866 -2.431732 -0.682308 1.54 0.25 3.53
H 1.531353 -2.263672 0.270367 -2.61 -0.20 0.65
H -1.067184 -0.085373 1.539548 -1.45 0.00 -0.72
H -2.216201 -0.400669 0.021628 2.46 0.36 0.62
H -1.634839 1.775543 -0.722884 1.23 0.12 0.71
H -0.979175 2.181143 0.947755 0.48 -0.91 -1.43
H 1.047280 2.253591 -0.708898 0.63 0.30 -0.42
H 1.611771 -0.378551 -1.374040 0.44 0.44 -0.57
H 0.029238 -0.118671 -2.166713 -0.38 -0.04 0.28
H 1.127305 0.920995 1.626235 -0.52 -0.97 -2.24
N 1.167343 0.529954 0.611112 0.82 -0.61 3.11
```
Forces are in eV/Å.

Output
- gap between HOMO and LUMO (eV) = 10.13
- relative energy (zero: lowest compared OMol25 entry of this formula, charge and spin) (kcal per mole) = 68.4
- highest occupied orbital energy (eV) = -9.055
- total energy (Ha) = -289.862627
- spin multiplicity = 1
- lowest unoccupied orbital energy (eV) = 1.07

Atomic partial charges in e from the Löwdin method, atoms 1 to 4: -0.040, -0.588, -0.149, -0.170

***

Formula: C5H15NO2Si
Source: OMol25
Level of theory: wB97M-V/def2-TZVPD

```
24
Properties=species:S:1:pos:R:3:forces:R:3
C -0.419589 -0.862791 -2.435499 2.30 -0.72 0.05
C -1.440398 -2.245057 1.073855 0.64 -3.80 -0.26
C 2.692575 1.215825 1.508631 -1.19 -0.68 -0.58
C -1.685827 2.146495 0.199742 -0.06 0.66 -0.57
C 0.756824 -0.078612 -1.766690 -0.16 -0.98 -0.59
N -0.062332 -1.925747 1.249321 1.80 4.23 0.01
O 2.063393 0.677080 0.293746 0.80 0.86 1.65
O -0.369307 1.713686 0.402255 0.19 0.23 0.93
Si 0.483950 0.441569 -0.006076 1.50 -3.26 0.20
H -0.497797 -1.726497 -1.780522 -0.23 -0.43 -0.23
H -1.341183 -0.386046 -2.368845 -1.65 1.11 -0.23
H -0.222959 -1.215431 -3.474750 -0.09 0.41 0.77
H -1.933494 -2.405437 2.053754 -0.06 -0.20 -0.54
H -1.994996 -1.559458 0.518340 -1.24 0.99 -1.01
H -1.346115 -3.270218 0.463701 -1.12 1.92 1.21
H 2.755782 2.316156 1.435072 0.14 -0.57 0.03
H 3.676865 0.728106 1.604362 -0.47 0.40 0.00
H 2.028265 0.936234 2.353939 0.70 0.28 -0.20
H -1.554469 3.167541 -0.191711 -0.53 -0.36 -0.35
H -2.189024 2.315659 1.176377 -0.05 -0.85 -0.72
H -2.143835 1.456781 -0.562681 -0.33 0.96 1.06
H 1.194262 0.816370 -2.291502 -0.48 -0.96 0.24
H 1.559244 -0.870462 -1.595438 -0.65 1.31 -0.31
H -0.009836 -1.385747 2.140619 0.24 -0.56 -0.58
```
Forces are in eV/Å.

Output
- gap between HOMO and LUMO (alpha / beta) (eV) = 7.89 / 7.88
- relative energy (zero: lowest compared OMol25 entry of this formula, charge and spin) (kcal per mole) = 3.8
- highest occupied orbital energy (alpha / beta) (eV) = -7.550 / -7.548
- total energy (Ha) = -694.167798
- spin multiplicity = 1
- lowest unoccupied orbital energy (alpha / beta) (eV) = 0.34 / 0.34

Atomic partial charges in e from the Löwdin method, atoms 1 to 4: -0.149, -0.338, -0.080, -0.112

***

Formula: C3H7BrN2O
Source: OMol25
Level of theory: wB97M-V/def2-TZVPD

```
14
Properties=species:S:1:pos:R:3:forces:R:3
N -0.263692 1.966577 -0.550569 1.84 -2.86 0.80
N 0.053102 1.505543 0.739731 2.25 -3.67 1.86
C 0.615229 -0.055264 0.687685 -0.16 2.62 0.56
Br 2.339526 0.010750 -0.260793 0.20 -0.02 -0.13
C -0.302785 -0.897048 -0.117676 0.27 -0.22 2.10
C -0.124324 -2.307679 -0.245783 3.12 -1.83 2.55
O -1.134801 -1.861415 0.608397 -0.33 1.00 -0.18
H 0.347118 2.607730 -0.926857 2.31 1.33 -0.92
H -1.080189 2.426381 -0.482414 -3.72 1.63 0.41
H 0.895035 1.896354 1.252475 -1.47 0.38 -1.39
H 0.905782 -0.433242 1.709972 -0.83 0.64 -1.06
H -0.777815 -0.271987 -0.798374 -1.07 0.45 -1.57
H -0.407571 -2.817315 -1.116741 -0.40 -0.72 -1.12
H 0.778595 -2.825636 0.390077 -2.00 1.28 -1.91
```
Forces are in eV/Å.

Output
- gap between HOMO and LUMO (eV) = 10.21
- relative energy (zero: lowest compared OMol25 entry of this formula, charge and spin) (kcal per mole) = 59.3
- SMILES string = NN[C@H](Br)[C@H]1CO1
- highest occupied orbital energy (eV) = -9.413
- total energy (Ha) = -2877.148314
- spin multiplicity = 1
- lowest unoccupied orbital energy (eV) = 0.80

Atomic partial charges in e from the Löwdin method, atoms 1 to 4: -0.006, -0.132, -0.574, 0.634